# C45H120O45S15

15 unconnected molecules or ions with the total composition C45H120O45S15 in a non-equilibrium geometry (wB97M-V/def2-TZVPD, the Open Molecules 2025 dataset).

Each atom is followed by the atoms it is bonded to, with distances in Å.
Positions of all 225 atoms, in Å:
1 O 0.0234 -6.9951 1.8118  S2 1.449
2 S -1.0986 -6.3456 2.4590  O1 1.449, O3 1.435, O4 1.610, C7 1.819
3 O -1.2412 -6.2004 3.8793  S2 1.435
4 O -1.2799 -4.8695 1.8417  S2 1.610, C5 1.436
5 C -0.8011 -4.6550 0.5052  O4 1.436, C6 1.533, H8 1.092, H9 1.092
6 C 0.6499 -4.1626 0.5287  C5 1.533, H10 1.090, H11 1.090, H12 1.089
7 C -2.6375 -7.0739 1.8191  S2 1.819, H13 1.086, H14 1.089, H15 1.091
8 H -1.3417 -3.8349 0.0279  C5 1.092
9 H -0.9370 -5.5396 -0.1203  C5 1.092
10 H 0.9846 -3.9028 -0.4754  C6 1.090
11 H 1.3646 -4.8959 0.9011  C6 1.090
12 H 0.6073 -3.3068 1.2004  C6 1.089
13 H -2.9654 -6.6021 0.8979  C7 1.086
14 H -3.4058 -7.0597 2.5906  C7 1.089
15 H -2.5062 -8.1426 1.6419  C7 1.091
16 O -1.2992 -4.1443 -2.8067  S17 1.450
17 S -1.1392 -4.5803 -4.1805  O16 1.450, O18 1.440, O19 1.629, C22 1.847
18 O -0.3711 -3.7871 -5.1052  S17 1.440
19 O -0.4638 -6.0596 -4.0931  S17 1.629, C20 1.448
20 C -0.1570 -6.7366 -5.3355  O19 1.448, C21 1.536, H23 1.090, H24 1.090
21 C 1.3126 -7.1576 -5.1824  C20 1.536, H25 1.095, H26 1.088, H27 1.088
22 C -2.7758 -4.9918 -4.9307  S17 1.847, H28 1.091, H29 1.087, H30 1.087
23 H -0.2771 -6.0205 -6.1489  C20 1.090
24 H -0.8524 -7.5749 -5.3739  C20 1.090
25 H 1.7426 -7.4984 -6.1295  C21 1.095
26 H 1.5049 -7.9926 -4.5125  C21 1.088
27 H 1.8759 -6.2628 -4.9245  C21 1.088
28 H -3.2519 -4.0271 -5.1112  C22 1.091
29 H -3.4283 -5.5454 -4.2597  C22 1.087
30 H -2.6540 -5.5134 -5.8764  C22 1.087
31 O 0.0056 -0.8112 0.5637  S32 1.436
32 S 0.1551 0.6105 0.4250  O31 1.436, O33 1.433, O34 1.625, C37 1.832
33 O 1.1649 1.3640 1.1079  S32 1.433
34 O 0.3794 0.8557 -1.1656  S32 1.625, C35 1.429
35 C -0.3876 0.1024 -2.1065  O34 1.429, C36 1.529, H38 1.089, H39 1.092
36 C 0.0115 -1.3568 -2.3288  C35 1.529, H40 1.087, H41 1.086, H42 1.095
37 C -1.4743 1.4218 0.6364  S32 1.832, H43 1.088, H44 1.085, H45 1.102
38 H -0.3996 0.6489 -3.0482  C35 1.089
39 H -1.4259 0.0897 -1.7689  C35 1.092
40 H -0.5774 -1.8303 -3.1108  C36 1.087
41 H -0.1473 -1.9862 -1.4579  C36 1.086
42 H 1.0238 -1.5214 -2.7126  C36 1.095
43 H -2.3652 0.8896 0.3099  C37 1.088
44 H -1.5101 2.5049 0.5750  C37 1.085
45 H -1.5475 1.2136 1.7158  C37 1.102
46 O -5.6256 3.5565 2.1252  S47 1.435
47 S -5.8615 2.1549 1.9297  O46 1.435, O48 1.444, O49 1.662, C52 1.813
48 O -4.7632 1.2240 1.8179  S47 1.444
49 O -6.8052 1.6633 3.2070  S47 1.662, C50 1.413
50 C -6.8863 0.2741 3.4498  O49 1.413, C51 1.515, H53 1.097, H54 1.096
51 C -7.4650 0.0410 4.8301  C50 1.515, H55 1.091, H56 1.092, H57 1.088
52 C -7.0652 1.8868 0.6006  S47 1.813, H58 1.089, H59 1.085, H60 1.087
53 H -5.8596 -0.1129 3.4720  C50 1.097
54 H -7.3874 -0.2711 2.6419  C50 1.096
55 H -8.4904 0.3983 4.9348  C51 1.091
56 H -6.8477 0.6239 5.5167  C51 1.092
57 H -7.4538 -0.9945 5.1652  C51 1.088
58 H -7.7816 2.6941 0.7475  C52 1.089
59 H -7.5614 0.9280 0.7099  C52 1.085
60 H -6.5641 2.0248 -0.3540  C52 1.087
61 O 3.4293 1.4990 4.8693  S62 1.445
62 S 3.1079 2.8418 5.2938  O61 1.445, O63 1.442, O64 1.629, C67 1.824
63 O 3.8087 3.4671 6.3880  S62 1.442
64 O 3.2470 3.8123 3.9927  S62 1.629, C65 1.420
65 C 2.5881 3.4204 2.7978  O64 1.420, C66 1.532, H68 1.094, H69 1.093
66 C 2.7599 4.5341 1.7601  C65 1.532, H70 1.087, H71 1.090, H72 1.086
67 C 1.3224 2.9799 5.6411  S62 1.824, H73 1.089, H74 1.085, H75 1.088
68 H 1.5123 3.2599 2.9163  C65 1.094
69 H 3.0333 2.4860 2.4482  C65 1.093
70 H 3.7593 4.9431 1.6345  C66 1.087
71 H 2.0737 5.3135 2.0922  C66 1.090
72 H 2.4379 4.0462 0.8450  C66 1.086
73 H 0.9689 3.8958 5.1686  C67 1.089
74 H 1.2564 3.0021 6.7234  C67 1.085
75 H 0.8205 2.1489 5.1504  C67 1.088
76 O -3.0653 4.3120 8.3469  S77 1.436
77 S -3.8818 3.5485 7.4457  O76 1.436, O78 1.448, O79 1.656, C82 1.795
78 O -4.6557 4.1573 6.3840  S77 1.448
79 O -2.9143 2.3905 6.7642  S77 1.656, C80 1.431
80 C -3.2422 1.8348 5.4866  O79 1.431, C81 1.511, H83 1.097, H84 1.089
81 C -3.0002 2.7452 4.3049  C80 1.511, H85 1.085, H86 1.090, H87 1.095
82 C -4.9381 2.5149 8.4650  S77 1.795, H88 1.086, H89 1.086, H90 1.088
83 H -4.2913 1.5180 5.4445  C80 1.097
84 H -2.6558 0.9233 5.3821  C80 1.089
85 H -3.4456 3.7329 4.3658  C81 1.085
86 H -3.3373 2.2795 3.3790  C81 1.090
87 H -1.9194 2.8454 4.1605  C81 1.095
88 H -5.7048 2.0894 7.8247  C82 1.086
89 H -5.3179 3.1402 9.2681  C82 1.086
90 H -4.2709 1.7611 8.8775  C82 1.088
91 O 0.5901 2.7103 -4.8875  S92 1.432
92 S -0.6539 3.2945 -4.4860  O91 1.432, O93 1.445, O94 1.636, C97 1.796
93 O -1.8661 2.5078 -4.4791  S92 1.445
94 O -0.4611 3.9382 -2.9939  S92 1.636, C95 1.440
95 C 0.8985 4.0860 -2.5422  O94 1.440, C96 1.529, H98 1.096, H99 1.085
96 C 0.8308 4.5972 -1.1027  C95 1.529, H100 1.086, H101 1.092, H102 1.087
97 C -0.9690 4.8163 -5.3856  S92 1.796, H103 1.088, H104 1.088, H105 1.088
98 H 1.3381 4.9007 -3.1287  C95 1.096
99 H 1.5370 3.2177 -2.6712  C95 1.085
100 H 1.7637 5.0806 -0.8267  C96 1.086
101 H 0.6501 3.7518 -0.4349  C96 1.092
102 H 0.0169 5.2994 -0.9380  C96 1.087
103 H -1.3806 4.5334 -6.3527  C97 1.088
104 H -0.0837 5.4313 -5.5326  C97 1.088
105 H -1.6766 5.3911 -4.7924  C97 1.088
106 O 1.4623 0.0663 7.6745  S107 1.433
107 S 0.3063 -0.7070 7.3305  O106 1.433, O108 1.444, O109 1.637, C112 1.789
108 O -1.0302 -0.1617 7.3077  S107 1.444
109 O 0.5940 -1.4613 5.9062  S107 1.637, C110 1.434
110 C -0.3968 -2.3111 5.3133  O109 1.434, C111 1.516, H113 1.090, H114 1.095
111 C 0.1371 -2.6574 3.9376  C110 1.516, H115 1.092, H116 1.092, H117 1.085
112 C 0.3064 -2.2023 8.3122  S107 1.789, H118 1.086, H119 1.087, H120 1.090
113 H -1.3703 -1.8219 5.3020  C110 1.090
114 H -0.4404 -3.2803 5.8200  C110 1.095
115 H 1.1501 -3.0640 3.9685  C111 1.092
116 H 0.2419 -1.7652 3.3173  C111 1.092
117 H -0.4573 -3.4357 3.4718  C111 1.085
118 H 1.1291 -2.8463 8.0145  C112 1.086
119 H -0.6382 -2.7249 8.1832  C112 1.087
120 H 0.3879 -1.8565 9.3423  C112 1.090
121 O 0.1131 -0.3556 -9.0294  S122 1.442
122 S 0.6281 -0.1524 -7.6974  O121 1.442, O123 1.444, O124 1.640, C127 1.833
123 O 1.8470 -0.7727 -7.2358  S122 1.444
124 O 0.7408 1.4524 -7.3779  S122 1.640, C125 1.438
125 C -0.2913 2.2805 -7.9420  O124 1.438, C126 1.509, H128 1.091, H129 1.090
126 C 0.2530 3.2655 -8.9477  C125 1.509, H130 1.093, H131 1.092, H132 1.091
127 C -0.6620 -0.5856 -6.4694  S122 1.833, H133 1.089, H134 1.090, H135 1.086
128 H -0.7044 2.8130 -7.0843  C125 1.091
129 H -1.0858 1.6781 -8.3834  C125 1.090
130 H 1.0702 3.8202 -8.4793  C126 1.093
131 H -0.4872 4.0003 -9.2702  C126 1.092
132 H 0.6439 2.8669 -9.8846  C126 1.091
133 H -0.8171 -1.6625 -6.5054  C127 1.089
134 H -1.6218 -0.1685 -6.7740  C127 1.090
135 H -0.3364 -0.2046 -5.5064  C127 1.086
136 O -5.4145 -1.2824 -1.0931  S137 1.439
137 S -4.0961 -1.7849 -1.3757  O136 1.439, O138 1.450, O139 1.638, C142 1.842
138 O -3.3349 -1.2564 -2.4904  S137 1.450
139 O -3.1270 -1.6793 -0.0591  S137 1.638, C140 1.468
140 C -3.7885 -2.0421 1.1999  O139 1.468, C141 1.506, H143 1.093, H144 1.087
141 C -2.7809 -2.1409 2.3147  C140 1.506, H145 1.083, H146 1.091, H147 1.096
142 C -4.1323 -3.6242 -1.4712  S137 1.842, H148 1.087, H149 1.089, H150 1.084
143 H -4.1019 -3.0572 0.9424  C140 1.093
144 H -4.6139 -1.3705 1.4191  C140 1.087
145 H -1.7613 -2.4384 2.1052  C141 1.083
146 H -3.2262 -2.7717 3.0856  C141 1.091
147 H -2.6673 -1.1456 2.7597  C141 1.096
148 H -3.1191 -3.9618 -1.2688  C142 1.087
149 H -4.2822 -3.8745 -2.5204  C142 1.089
150 H -4.9065 -4.0093 -0.8180  C142 1.084
151 O 6.0426 -3.5740 -3.4982  S152 1.427
152 S 4.6582 -3.2281 -3.4839  O151 1.427, O153 1.433, O154 1.631, C157 1.826
153 O 4.2649 -1.8588 -3.3302  S152 1.433
154 O 4.0205 -3.8123 -4.8665  S152 1.631, C155 1.426
155 C 2.6659 -3.4710 -5.1518  O154 1.426, C156 1.514, H158 1.092, H159 1.092
156 C 2.3606 -3.7472 -6.6083  C155 1.514, H160 1.092, H161 1.094, H162 1.087
157 C 3.7810 -4.2935 -2.2875  S152 1.826, H163 1.086, H164 1.087, H165 1.092
158 H 2.5337 -2.4024 -4.9676  C155 1.092
159 H 1.9486 -4.0080 -4.5282  C155 1.092
160 H 2.5781 -4.7407 -7.0052  C156 1.092
161 H 2.9900 -3.1118 -7.2376  C156 1.094
162 H 1.3557 -3.4528 -6.9015  C156 1.087
163 H 4.1912 -4.2254 -1.2846  C157 1.086
164 H 3.7506 -5.3004 -2.6953  C157 1.087
165 H 2.7626 -3.9047 -2.2298  C157 1.092
166 O 0.5171 5.9122 4.1003  S167 1.442
167 S -0.8423 6.3721 3.9559  O166 1.442, O168 1.446, O169 1.631, C172 1.786
168 O -1.0951 7.7278 3.5227  S167 1.446
169 O -1.5828 5.3445 2.9289  S167 1.631, C170 1.447
170 C -2.8516 5.7661 2.3745  O169 1.447, C171 1.547, H173 1.088, H174 1.089
171 C -2.6102 5.7771 0.8459  C170 1.547, H175 1.089, H176 1.095, H177 1.087
172 C -1.7793 6.1276 5.4561  S167 1.786, H178 1.085, H179 1.085, H180 1.091
173 H -3.2129 6.7206 2.7511  C170 1.088
174 H -3.6260 5.0358 2.6064  C170 1.089
175 H -1.6461 6.2269 0.6143  C171 1.089
176 H -3.2770 6.4934 0.3538  C171 1.095
177 H -2.7232 4.8107 0.3617  C171 1.087
178 H -2.0311 5.0793 5.5821  C172 1.085
179 H -2.5905 6.8472 5.4301  C172 1.085
180 H -1.0969 6.3640 6.2735  C172 1.091
181 O 5.4565 1.7687 -3.9055  S182 1.430
182 S 4.2588 2.2933 -4.4849  O181 1.430, O183 1.437, O184 1.612, C187 1.833
183 O 3.6044 3.4109 -3.8611  S182 1.437
184 O 4.5663 2.6432 -6.0277  S182 1.612, C185 1.446
185 C 3.5301 3.2985 -6.7940  O184 1.446, C186 1.512, H188 1.091, H189 1.088
186 C 4.1975 3.6680 -8.0997  C185 1.512, H190 1.092, H191 1.093, H192 1.092
187 C 3.0340 0.9474 -4.7029  S182 1.833, H193 1.087, H194 1.087, H195 1.090
188 H 3.2020 4.2173 -6.3052  C185 1.091
189 H 2.6999 2.6031 -6.8953  C185 1.088
190 H 5.0707 4.3229 -8.0678  C186 1.092
191 H 3.5478 4.2320 -8.7745  C186 1.093
192 H 4.5612 2.7750 -8.6115  C186 1.092
193 H 3.5356 0.0164 -4.9560  C187 1.087
194 H 2.3252 1.2283 -5.4773  C187 1.087
195 H 2.4939 0.8146 -3.7655  C187 1.090
196 O 6.7442 -1.0749 0.8705  S197 1.440
197 S 5.8420 -1.0632 -0.2521  O196 1.440, O198 1.432, O199 1.601, C202 1.819
198 O 4.8817 -2.1199 -0.3587  S197 1.432
199 O 5.1467 0.3724 -0.3877  S197 1.601, C200 1.448
200 C 3.8539 0.4356 -1.0365  O199 1.448, C201 1.515, H203 1.091, H204 1.089
201 C 3.4611 1.8978 -0.9893  C200 1.515, H205 1.089, H206 1.089, H207 1.089
202 C 6.9416 -1.0075 -1.7003  S197 1.819, H208 1.088, H209 1.084, H210 1.086
203 H 3.1703 -0.2027 -0.4756  C200 1.091
204 H 3.9148 0.0774 -2.0626  C200 1.089
205 H 3.3731 2.2758 0.0279  C201 1.089
206 H 2.5079 2.0721 -1.4862  C201 1.089
207 H 4.1925 2.5170 -1.5067  C201 1.089
208 H 6.2874 -0.8919 -2.5623  C202 1.088
209 H 7.4755 -1.9504 -1.7237  C202 1.084
210 H 7.4860 -0.0744 -1.5905  C202 1.086
211 O 3.8274 -4.4093 5.9632  S212 1.439
212 S 4.4594 -3.2036 5.4969  O211 1.439, O213 1.451, O214 1.593, C217 1.815
213 O 5.8688 -3.2026 5.1520  S212 1.451
214 O 3.6323 -2.7274 4.2210  S212 1.593, C215 1.434
215 C 4.1103 -1.6568 3.3954  O214 1.434, C216 1.515, H218 1.088, H219 1.091
216 C 2.9018 -1.0310 2.7300  C215 1.515, H220 1.092, H221 1.092, H222 1.091
217 C 4.1328 -1.8539 6.6652  S212 1.815, H223 1.087, H224 1.086, H225 1.086
218 H 4.8076 -2.0412 2.6536  C215 1.088
219 H 4.5620 -0.8495 3.9741  C215 1.091
220 H 2.2236 -0.6706 3.5058  C216 1.092
221 H 2.3796 -1.7071 2.0494  C216 1.092
222 H 3.1160 -0.1472 2.1264  C216 1.091
223 H 4.4662 -0.9376 6.1851  C217 1.087
224 H 4.6325 -2.0987 7.5974  C217 1.086
225 H 3.0535 -1.8541 6.7885  C217 1.086

The highest occupied orbital energy comes out at -10.18 eV. As for the calculated total energy: -11144.96603 a.u. The value obtained for the HOMO-LUMO gap is 9.661 eV. The value obtained for the energy above the lowest of the compared OMol25 structures with the same formula, charge and spin is 8.9 kcal per mole.